1.
A cluster of 4 separate species, C36H78FNO13P in total at a distorted geometry, computed with ωB97M-V with the def2-TZVPD basis set.

CARTESIAN COORDINATES (ANGSTROEM)
C 5.4024 -0.0360 -2.1938
C 4.2234 0.9632 -2.5281
O 4.5759 1.7367 -3.6945
P 4.0574 3.3284 -3.5695
O 4.8400 4.1093 -4.6131
C 2.2596 3.3820 -4.0330
C 1.3085 3.9565 -2.9197
C 1.1131 3.0228 -1.6779
C -0.3124 2.3506 -1.5487
C -0.2436 1.5485 -0.1721
C -0.1716 2.4529 1.0845
F -0.0520 1.5783 2.1921
C -0.4589 1.2401 -2.6654
C -1.4675 1.5089 -3.8240
C -1.8435 0.0795 -4.4164
C -0.8395 2.2703 -5.0601
N -2.7513 2.1378 -3.4535
O -3.2131 2.9404 -4.3435
C -2.8112 2.6585 -2.0723
C -3.3595 1.5491 -1.0911
C -3.9319 3.7768 -2.0676
C -1.5059 3.3652 -1.5688
O 4.3830 4.0153 -2.0821
C 5.8366 4.0402 -1.9712
C 6.1949 3.9148 -0.4476
H 6.0946 0.3843 -1.4322
H 4.9220 -0.9693 -1.8268
H 5.9522 -0.2191 -3.1416
H 4.0533 1.5647 -1.6104
H 3.3265 0.3580 -2.7881
H 2.1890 4.0803 -4.8967
H 1.9830 2.3732 -4.3971
H 1.8101 4.8839 -2.5507
H 0.3794 4.2953 -3.4138
H 1.4147 3.5874 -0.7743
H 1.8347 2.1717 -1.7617
H 0.7372 1.0095 -0.2222
H -1.0112 0.7520 -0.1094
H -1.1310 2.9864 1.2599
H 0.7101 3.1125 1.1363
H -0.6525 0.2553 -2.1790
H 0.5453 1.1264 -3.1413
H -0.9793 -0.3996 -4.9222
H -2.7626 0.1165 -5.0297
H -2.0831 -0.5552 -3.5262
H -0.7890 3.3650 -4.9151
H 0.1323 1.7837 -5.2748
H -1.4704 2.1073 -5.9617
H -3.0166 0.5283 -1.3462
H -4.4711 1.6055 -1.1002
H -3.0598 1.8300 -0.0542
H -4.1237 4.0305 -0.9958
H -4.8885 3.4087 -2.4806
H -3.5829 4.7146 -2.5459
H -1.3466 4.2521 -2.2204
H -1.7573 3.7772 -0.5643
H 6.3201 3.1797 -2.4785
H 6.2493 4.9575 -2.4312
H 5.8009 2.9245 -0.1242
H 5.6816 4.7242 0.1056
H 7.2860 3.9084 -0.2669
C 8.7025 -5.7253 -5.2359
O 9.5926 -4.8588 -4.5606
C 9.6697 -3.5640 -5.1394
C 9.6917 -2.4768 -4.0749
O 8.4646 -2.2876 -3.3773
C 8.0536 -3.3198 -2.4833
C 8.9294 -3.4905 -1.2527
O 10.1744 -4.0883 -1.5878
C 11.2670 -3.5391 -0.8780
H 9.1610 -6.1001 -6.1568
H 8.4943 -6.5686 -4.5767
H 7.7535 -5.2286 -5.4616
H 8.8244 -3.3838 -5.8116
H 10.5979 -3.5151 -5.7203
H 9.8804 -1.5272 -4.5838
H 10.5193 -2.6150 -3.3794
H 7.9174 -4.2621 -3.0153
H 7.0595 -3.0210 -2.1374
H 8.4279 -4.1563 -0.5404
H 9.0768 -2.5140 -0.7767
H 11.2479 -2.4455 -0.8974
H 12.1830 -3.8751 -1.3639
H 11.2620 -3.8939 0.1573
C -4.3489 -0.8887 2.2466
O -5.0101 -1.6881 1.2866
C -5.0005 -3.0727 1.6029
C -6.3504 -3.7162 1.3237
O -7.3952 -3.3355 2.2129
C -7.8909 -2.0025 2.1288
C -8.6471 -1.6718 0.8524
O -7.7609 -1.5520 -0.2530
C -8.2806 -2.1011 -1.4480
H -3.2636 -0.9708 2.1235
H -4.6463 0.1480 2.0815
H -4.6377 -1.1651 3.2648
H -4.7431 -3.2337 2.6551
H -4.2380 -3.5508 0.9771
H -6.2320 -4.7942 1.4662
H -6.6508 -3.5805 0.2849
H -7.0983 -1.2786 2.3237
H -8.5974 -1.9096 2.9587
H -9.1547 -0.7075 0.9715
H -9.4021 -2.4452 0.6701
H -8.6964 -3.0992 -1.2823
H -7.4602 -2.1849 -2.1609
H -9.0483 -1.4417 -1.8645
C -5.8023 -2.2641 5.9981
O -4.8635 -1.4192 6.6369
C -4.7797 -0.1255 6.0569
C -4.6899 0.9576 7.1221
O -5.8831 1.1728 7.8680
C -6.2908 0.1587 8.7816
C -5.3860 -0.0263 9.9888
O -4.1667 -0.6600 9.6244
C -3.0406 -0.1350 10.2992
H -5.3926 -2.6490 5.0586
H -6.0029 -3.1032 6.6648
H -6.7479 -1.7449 5.8124
H -5.6473 0.0770 5.4194
H -3.8744 -0.0993 5.4389
H -4.4991 1.9038 6.6073
H -3.8387 0.7976 7.7836
H -6.4661 -0.7850 8.2638
H -7.2657 0.4866 9.1532
H -5.8853 -0.6724 10.7203
H -5.1995 0.9493 10.4524
H -3.0312 0.9586 10.2713
H -2.1477 -0.4991 9.7911
H -3.0263 -0.4817 11.3372

Computed properties:
Highest occupied orbital energy (spin up / spin down): -8.456 / -9.150 eV
2S+1: 2
Total charge: 0
Calculated total energy: -2892.3143 a.u.
HOMO-LUMO gap (spin up / spin down): 8.8907 / 9.3793 eV
Expectation value of S²: 0.7542

---

2.
A cluster of 9 separate species, C29H76O9 in total at a distorted geometry, computed with ωB97M-V with the def2-TZVPD basis set.

CARTESIAN COORDINATES (ANGSTROEM)
C 31.6201 -1.3440 3.3043
C 31.1590 -0.8525 4.6668
C 31.4625 0.5892 4.9565
O 29.7193 -1.0267 4.8040
H 31.4289 -2.4105 3.1815
H 32.6866 -1.1551 3.1760
H 31.0809 -0.8361 2.4989
H 31.5741 -1.5199 5.4307
H 30.9349 1.2449 4.2594
H 32.5231 0.7986 4.7998
H 31.1967 0.8624 5.9763
H 29.4286 -1.8314 4.3346
C 26.8436 -4.5477 2.6978
C 28.3103 -4.1638 2.6596
C 28.6252 -3.2560 1.4786
O 28.7377 -3.4723 3.8328
H 26.2471 -3.6825 2.9981
H 26.6433 -5.2809 3.4871
H 26.5540 -4.9827 1.7444
H 28.9054 -5.0754 2.5194
H 27.9106 -2.4305 1.4274
H 28.5126 -3.7771 0.5270
H 29.6489 -2.8956 1.5497
H 28.6258 -4.0549 4.5933
C 30.5065 0.9378 -0.1827
C 30.5407 2.3344 -0.7981
C 29.1549 2.8081 -1.2078
O 31.0958 3.2689 0.1233
H 31.4943 0.6382 0.1609
H 30.1499 0.2075 -0.9164
H 29.7930 0.9381 0.6481
H 31.2400 2.2958 -1.6370
H 29.1543 3.8649 -1.4650
H 28.4468 2.5812 -0.4074
H 28.7930 2.2813 -2.0991
H 30.5074 3.2950 0.8981
C 29.9665 5.4339 2.5044
C 29.1891 4.2868 3.1439
C 27.6918 4.4875 2.8998
O 29.6217 3.0597 2.5589
H 29.5908 6.3792 2.9061
H 29.8524 5.5008 1.4224
H 31.0290 5.3588 2.7396
H 29.3527 4.3135 4.2275
H 27.3273 5.3950 3.3873
H 27.1261 3.6070 3.2113
H 27.4803 4.6451 1.8370
H 29.1467 2.3650 3.0705
C 23.3266 1.7317 6.4197
C 22.8234 0.3220 6.6571
C 22.0726 0.2197 7.9807
O 21.9106 0.0183 5.5978
H 22.5217 2.4603 6.3337
H 23.9652 1.7638 5.5346
H 23.9576 2.0779 7.2431
H 23.6659 -0.3775 6.6487
H 22.7607 0.3937 8.8117
H 21.6853 -0.7931 8.1381
H 21.2246 0.9012 8.0113
H 21.3797 -0.7406 5.8548
C 27.4781 -0.5223 9.2741
C 27.3831 -0.0056 7.8517
O 27.2086 1.3950 7.9098
C 27.4373 2.0008 6.6566
C 26.9205 3.4298 6.7011
H 27.3725 -1.5918 9.4262
H 28.4238 -0.1793 9.7071
H 26.7548 0.0015 9.9086
H 28.3092 -0.2600 7.3226
H 26.5351 -0.4423 7.3098
H 28.5203 2.0203 6.4714
H 26.9571 1.4780 5.8255
H 25.8299 3.4078 6.6934
H 27.2090 3.9775 5.8009
H 27.3035 3.9830 7.5563
C 23.6555 -3.2788 4.8965
C 23.4616 -4.6464 4.2857
O 23.4220 -5.6805 5.2427
C 22.1574 -5.8814 5.8500
C 22.1572 -7.2456 6.5191
H 24.6073 -3.1051 5.4093
H 23.5842 -2.4820 4.1533
H 22.9252 -3.1138 5.6960
H 22.5966 -4.6377 3.6102
H 24.3077 -4.8736 3.6314
H 21.8770 -5.0911 6.5517
H 21.3983 -5.9330 5.0568
H 21.1320 -7.4789 6.8175
H 22.8440 -7.3269 7.3603
H 22.4397 -8.0266 5.8114
C 27.4251 -3.2654 -2.1367
C 27.6369 -1.8120 -1.7913
O 26.4701 -1.2441 -1.2546
C 26.5883 0.1456 -1.0109
C 25.2016 0.6594 -0.6679
H 26.6853 -3.3966 -2.9263
H 28.3734 -3.6897 -2.4711
H 27.1012 -3.8406 -1.2674
H 28.4627 -1.7396 -1.0662
H 27.9772 -1.2802 -2.6906
H 27.3234 0.3007 -0.2119
H 26.9301 0.6849 -1.9034
H 24.8600 0.2515 0.2846
H 24.5326 0.3734 -1.4765
H 25.2024 1.7449 -0.5545
C 26.2808 -0.4738 3.6227
C 27.2629 0.3629 2.8025
O 28.2561 0.9570 3.6178
H 26.8356 -1.1103 4.3173
H 25.7289 -1.1348 2.9500
H 25.6078 0.1532 4.2053
H 26.6952 1.1508 2.3032
H 27.7155 -0.2551 2.0209
H 28.7921 0.2515 4.0598

Computed properties:
Highest occupied orbital energy: -9.437 eV
Total charge: 0
Calculated total energy: -1827.6320 a.u.
HOMO-LUMO gap: 9.7748 eV

---

3.
A cluster of 2 separate species, C7H11N3O in total at a distorted geometry, computed with ωB97M-V with the def2-TZVPD basis set.

CARTESIAN COORDINATES (ANGSTROEM)
C -2.0132 1.8963 0.1221
C -2.4129 0.7924 -0.6664
C -0.9735 1.4311 0.8748
C 1.3083 0.1732 -1.5945
C -0.0408 -2.1919 0.7707
C 1.9448 -0.3437 -0.3457
C 0.1197 -0.7354 1.0288
N -1.6720 -0.2611 -0.4222
N 2.3405 0.4415 0.6584
N -0.7974 0.1167 0.5291
O 2.0415 1.6604 0.6727
H -2.4458 2.8745 0.1271
H -3.2030 0.7375 -1.3888
H -0.3356 1.9050 1.5906
H 1.1077 1.2387 -1.4621
H 1.9846 0.0440 -2.4382
H 0.3733 -0.3392 -1.8270
H -0.3093 -2.3713 -0.2672
H -0.8502 -2.5788 1.3947
H 0.8673 -2.7303 1.0234
H 2.3724 -1.3348 -0.3284
H 0.5935 -0.4248 1.9481

Computed properties:
Highest occupied orbital energy (spin up / spin down): -7.878 / -7.879 eV
Total charge: 0
Calculated total energy: -512.6777 a.u.
HOMO-LUMO gap (spin up / spin down): 7.3204 / 7.3217 eV

---

4.
A structure of composition C32H34B2MoN2O4S2, computed with ωB97M-V with the def2-TZVPD basis set.

CARTESIAN COORDINATES (ANGSTROEM)
Mo -1.1808 0.2384 1.1541
C -2.6306 2.2808 0.5037
N -1.3924 2.4409 1.2952
C -0.3457 3.1779 0.5281
C 0.3577 2.2190 -0.4173
N 0.6834 0.9734 0.3254
C 1.6202 1.2852 1.4579
C 1.2808 -0.0893 -0.4936
C 2.0444 0.1556 -1.6180
C 2.6094 -0.9221 -2.2932
C 2.4218 -2.2181 -1.8383
C 1.6660 -2.4577 -0.6981
C 1.0855 -1.3902 -0.0304
S 0.0651 -1.5994 1.4105
C -1.6722 3.0140 2.6124
C -1.7304 4.3873 2.7974
C -2.0319 4.9004 4.0503
C -2.2923 4.0495 5.1156
C -2.2529 2.6771 4.9318
C -1.9324 2.1678 3.6820
S -1.8905 0.4007 3.4191
H -2.4067 2.2756 -0.5603
H -3.3722 3.0476 0.7249
H -3.1357 1.3195 0.7688
H 0.3529 3.5997 1.2464
H -0.7804 4.0055 -0.0345
H 1.2622 2.6968 -0.7987
H -0.2667 1.9418 -1.2663
H 2.4392 1.8988 1.0785
H 2.0179 0.3560 1.8544
H 1.1058 1.8110 2.2618
H 2.2155 1.1601 -1.9811
H 3.2075 -0.7400 -3.1759
H 2.8666 -3.0481 -2.3699
H 1.5148 -3.4669 -0.3370
H -1.5473 5.0636 1.9722
H -2.0725 5.9717 4.1909
H -2.5338 4.4538 6.0886
H -2.4662 2.0058 5.7539
O -0.1604 -1.4229 4.6796
B -0.3647 -0.1246 4.3482
O 0.6464 0.7323 4.6593
C 1.6080 -0.1153 5.2324
C 2.8443 0.2139 5.7327
C 3.5913 -0.8454 6.2424
C 3.1044 -2.1502 6.2451
C 1.8453 -2.4649 5.7402
C 1.1230 -1.4102 5.2372
H 3.2080 1.2317 5.7404
H 4.5715 -0.6471 6.6529
H 3.7168 -2.9402 6.6568
H 1.4543 -3.4723 5.7482
C 0.5130 -0.4431 -5.9245
C -0.2089 -1.7817 -5.7693
C -1.2309 -1.9167 -6.9066
C 0.8292 -2.9090 -5.8712
C -0.9237 -1.8928 -4.4230
C -1.6622 -3.0489 -4.1295
C -2.3236 -3.2528 -2.9246
C -2.2118 -2.2452 -1.9967
O -2.7179 -2.1990 -0.6905
B -2.2443 -1.0375 -0.2073
O -1.5823 -0.2442 -1.1506
C -1.4959 -1.1000 -2.2754
C -0.8483 -0.8793 -3.4660
H 1.0038 -0.4086 -6.8969
H 1.2872 -0.3080 -5.1640
H -0.1790 0.4006 -5.8780
H -0.7254 -1.8314 -7.8692
H -1.9875 -1.1324 -6.8489
H -1.7395 -2.8805 -6.8868
H 1.3521 -2.8481 -6.8264
H 0.3672 -3.8943 -5.8077
H 1.5700 -2.8292 -5.0716
H -1.7240 -3.8288 -4.8761
H -2.8854 -4.1537 -2.7227
H -0.3034 0.0363 -3.6430

Computed properties:
Highest occupied orbital energy: -13.660 eV
Total charge: +2
Calculated total energy: -2564.2086 a.u.
HOMO-LUMO gap: 6.7059 eV

---

5.
A cluster of 2 separate species, C4H7Br2ClO2 in total at a distorted geometry, computed with ωB97M-V with the def2-TZVPD basis set.

CARTESIAN COORDINATES (ANGSTROEM)
C 2.1352 0.4057 -0.3369
C -2.4540 0.1169 0.4084
C 0.9201 -0.2590 -0.9253
C -1.1049 0.2155 1.0395
O 2.5930 -0.2593 0.7816
O 0.4571 0.0326 -2.1437
Cl -0.5105 1.8061 1.6087
Br -2.4032 -1.2285 -1.0404
Br -0.7219 -1.1536 2.4385
H 1.6507 1.4406 -0.1501
H 2.9935 0.3609 -0.9441
H -2.5548 1.0284 -0.0485
H -3.1122 -0.2688 1.1007
H 0.3114 -0.9125 -0.3761
H 1.9162 -0.7436 1.1885
H -0.1156 -0.5815 -2.6008

Computed properties:
Highest occupied orbital energy (spin up / spin down): -8.350 / -7.196 eV
Total charge: 0
Calculated total energy: -5915.1480 a.u.
HOMO-LUMO gap (spin up / spin down): 8.5363 / 6.0809 eV

---

6.
A cluster of 2 separate species, CH3ClOS in total at a distorted geometry, computed with ωB97M-V with the def2-TZVPD basis set.

CARTESIAN COORDINATES (ANGSTROEM)
C -0.5124 -0.3963 -0.9090
O -1.2877 -0.7346 -0.0730
H -0.8385 -0.3135 -1.9970
H 0.5661 -0.2704 -0.4514
S -0.9899 2.3894 -0.7561
Cl -2.3424 2.6046 -2.2436
H -1.6354 1.8598 0.2265

Computed properties:
Highest occupied orbital energy: -9.665 eV
Total charge: 0
Calculated total energy: -973.4553 a.u.
HOMO-LUMO gap: 9.3705 eV

---

7.
An isolated molecule of C5H4N2 at a distorted geometry, computed with ωB97M-V with the def2-TZVPD basis set.

CARTESIAN COORDINATES (ANGSTROEM)
C 1.3391 1.1567 1.6897
C 0.9912 0.3611 0.8551
C 0.5822 -0.6934 -0.0501
N -0.7011 -1.3537 0.1657
C -0.5486 -0.5335 -1.0252
C -1.1980 0.7497 -1.1781
N -1.7245 1.7625 -1.3638
H 1.6340 1.8821 2.4184
H 1.3808 -1.3630 -0.3545
H -1.2305 -0.8712 0.8861
H -0.5521 -1.1171 -1.9411

Computed properties:
Highest occupied orbital energy: -10.061 eV
Total charge: 0
Calculated total energy: -302.3176 a.u.
HOMO-LUMO gap: 10.9293 eV

---

8.
A cluster of 4 separate species, C2H12N2O3 in total at a distorted geometry, computed with ωB97M-V with the def2-TZVPD basis set.

CARTESIAN COORDINATES (ANGSTROEM)
C 0.8998 -2.4973 -1.6061
N 0.1657 -1.3254 -1.2621
C -1.1115 -1.3342 -0.8497
N -1.6163 -0.2459 -0.3298
H 0.2426 -3.3668 -1.6600
H 1.3702 -2.4806 -2.5841
H 1.6102 -2.8007 -0.8192
H 0.4302 -0.3472 -1.4523
H -1.6264 -2.2898 -0.9538
H -2.5861 -0.4329 -0.0603
H 0.8969 3.6064 1.9118
H 0.6519 2.3337 1.0683
O 1.0667 2.6813 1.8687
H -0.2716 -0.5354 1.8569
H 0.8310 0.3491 2.5606
O 0.6172 -0.5207 2.1986
H -0.9283 1.4974 -0.4613
H -0.7099 2.9124 -1.0931
O -0.2847 2.1906 -0.6479

Computed properties:
Highest occupied orbital energy (spin up / spin down): -13.766 / -13.766 eV
2S+1: 2
Total charge: +1
Calculated total energy: -418.2891 a.u.
HOMO-LUMO gap (spin up / spin down): 9.1799 / 4.7849 eV
Expectation value of S²: 0.7884